{"formula": "C6H16O2", "method": "ωB97M-V/def2-TZVPD", "de_lowest_kcal_mol": 80.1, "orbital_gap_ev": 9.96, "energy_ha": -388.5531, "symbols": ["C", "C", "C", "C", "C", "C", "H", "H", "H", "H", "H", "H", "H", "H", "H", "H", "H", "H", "O", "H", "H", "O", "H", "H"], "xyz": [[-1.9493, -2.0579, 1.6532], [-1.6801, -2.4958, 0.4382], [-2.0967, -1.5953, -0.6696], [-0.8694, -1.6191, -1.5731], [0.1001, -0.4596, -1.1911], [-0.4715, 0.7647, -0.5851], [-2.5013, -1.0314, 1.5854], [-1.7116, -2.4732, 2.5565], [-1.3134, -3.4854, 0.0637], [-3.1503, -1.9521, -1.0703], [-2.6521, -0.6419, -0.3022], [-0.3371, -2.5620, -1.3865], [-1.2632, -1.5402, -2.6581], [0.4454, -0.0657, -2.2529], [0.8770, -0.8966, -0.6140], [0.0935, 1.2637, 0.1234], [-1.4777, 0.5419, -0.0957], [-0.3959, 1.4969, -1.4974], [1.8114, 3.7679, -1.6595], [1.3128, 4.5540, -1.2376], [2.6220, 3.6757, -1.1799], [4.5424, 2.1290, 3.7463], [5.1424, 1.7251, 4.3356], [4.9225, 2.9571, 3.4709]], "mulliken_charge": [-0.813, -0.027, -0.632, -0.527, -0.492, -0.803, 0.132, 0.392, 0.302, 0.268, 0.334, 0.300, 0.289, 0.239, 0.354, 0.287, 0.193, 0.203, -0.636, 0.326, 0.311, -0.631, 0.314, 0.317]}

***

{"formula": "C6H16O2", "method": "ωB97M-V/def2-TZVPD", "de_lowest_kcal_mol": 21.1, "orbital_gap_ev": 10.89, "energy_ha": -388.6471, "symbols": ["C", "C", "C", "O", "H", "H", "H", "H", "H", "H", "H", "H", "C", "C", "C", "O", "H", "H", "H", "H", "H", "H", "H", "H"], "xyz": [[3.7095, 1.2967, 1.6282], [2.4857, 1.2529, 0.7212], [1.2286, 1.6406, 1.4428], [2.2356, -0.0639, 0.3869], [4.5700, 0.8702, 1.0857], [3.4952, 0.6607, 2.5035], [3.9822, 2.3045, 1.9839], [2.6536, 1.7541, -0.2537], [0.9574, 0.9763, 2.2805], [0.4093, 1.6282, 0.7044], [1.3381, 2.6678, 1.8295], [1.9027, -0.4665, 1.2160], [-1.4695, -1.3516, -0.2645], [-2.1405, -1.0647, -1.5639], [-3.6135, -0.9249, -1.5644], [-1.8919, -2.1539, -2.3705], [-1.8862, -2.2891, 0.1406], [-1.7719, -0.5192, 0.3930], [-0.3689, -1.4237, -0.2573], [-1.8080, -0.1074, -2.0145], [-4.0458, -1.9326, -1.4446], [-3.9673, -0.5016, -2.5194], [-3.9757, -0.2866, -0.7409], [-2.0284, -1.9662, -3.3226]], "mulliken_charge": [-1.139, 0.227, -1.117, -0.537, 0.314, 0.257, 0.348, 0.308, 0.366, 0.248, 0.359, 0.365, -1.148, 0.693, -1.321, -0.566, 0.345, 0.312, 0.220, 0.159, 0.316, 0.336, 0.326, 0.329]}

***

{"formula": "C6H16O4P3", "method": "ωB97M-V/def2-TZVPD", "de_lowest_kcal_mol": 137.8, "orbital_gap_ev": 8.03, "energy_ha": -1562.6506, "charge": 1, "symbols": ["C", "C", "P", "C", "P", "O", "C", "C", "C", "O", "P", "O", "O", "H", "H", "H", "H", "H", "H", "H", "H", "H", "H", "H", "H", "H", "H", "H", "H"], "xyz": [[0.6672, 3.2284, -0.7406], [0.1590, 2.3031, 0.5570], [1.3721, 0.8510, 0.8031], [2.3118, 0.7393, -0.9010], [0.3327, -1.0462, 1.2149], [1.0298, -1.6032, 2.7544], [-1.5326, -0.8807, 1.5386], [-2.3522, -0.3785, 0.0339], [-3.2242, -1.6490, -0.7488], [-1.8011, -1.0028, -1.2776], [0.8654, -2.6510, -0.2158], [0.9967, -2.0424, -1.8405], [2.5379, -3.0577, 0.2239], [1.8113, 3.4646, -0.5734], [0.4573, 2.6799, -1.7786], [0.1205, 4.2849, -0.7685], [0.1304, 3.0602, 1.4681], [-0.9445, 2.0070, 0.3116], [1.4864, 0.7372, -1.7303], [2.7810, -0.3561, -0.9035], [3.1242, 1.5833, -1.0212], [0.5694, -1.1286, 3.5220], [-1.9961, -1.9429, 1.7462], [-1.8216, -0.0675, 2.3325], [-2.8568, 0.7727, 0.0177], [-4.1454, -0.8857, -0.7534], [-3.3434, -1.8461, -1.8776], [0.4367, -2.6739, -2.4013], [2.8280, -2.4994, 1.0078]], "mulliken_charge": [-1.011, -0.059, 0.020, -0.910, 0.749, -0.562, -0.749, 0.121, -0.842, -0.271, 0.339, -0.451, -0.476, 0.269, 0.280, 0.336, 0.351, -0.022, 0.273, 0.346, 0.356, 0.348, 0.434, 0.417, 0.364, 0.207, 0.426, 0.373, 0.346]}

***

{"formula": "C6H16OP", "method": "ωB97M-V/def2-TZVPD", "de_lowest_kcal_mol": 38.1, "orbital_gap_ev": 10.56, "energy_ha": -654.4983, "charge": 1, "symbols": ["C", "C", "C", "C", "C", "C", "O", "P", "H", "H", "H", "H", "H", "H", "H", "H", "H", "H", "H", "H", "H", "H", "H", "H"], "xyz": [[2.3213, -0.7644, -0.2687], [0.1435, 0.0314, 2.3966], [-1.8634, -0.7633, -1.1109], [-0.0252, 1.3647, -1.8118], [0.8963, -1.1606, -0.6911], [-0.6348, 0.9883, 1.5274], [-2.0278, 0.8661, 1.6268], [-0.4202, 0.0675, -0.5383], [2.6863, -1.4573, 0.4587], [2.9782, -0.8159, -1.1180], [2.3662, 0.2008, 0.2486], [-0.4177, -0.8852, 2.6916], [0.3398, 0.6172, 3.3938], [1.0541, -0.1674, 1.9734], [-2.7216, -0.3212, -1.3993], [-2.1332, -1.3246, -0.1025], [-1.4734, -1.5846, -1.7809], [0.8909, 1.9473, -1.7397], [-0.8653, 2.0691, -2.0245], [0.2332, 0.7186, -2.6222], [0.4565, -2.1253, -0.4285], [0.9301, -1.1886, -1.8067], [-0.1949, 1.9282, 1.4274], [-2.5189, 1.7593, 1.6988]], "mulliken_charge": [-1.354, -1.107, -1.138, -1.224, -0.651, 0.030, -0.518, 0.813, 0.394, 0.357, 0.359, 0.324, 0.333, 0.336, 0.458, 0.317, 0.358, 0.386, 0.369, 0.407, 0.495, 0.370, 0.523, 0.362]}

***

{"formula": "C6H16OSi", "method": "ωB97M-V/def2-TZVPD", "de_lowest_kcal_mol": 1.1, "orbital_gap_ev": 10.20, "energy_ha": -602.9966, "symbols": ["C", "C", "Si", "O", "C", "C", "C", "C", "H", "H", "H", "H", "H", "H", "H", "H", "H", "H", "H", "H", "H", "H", "H", "H"], "xyz": [[-0.5829, -1.1958, 2.0968], [0.7584, -0.6436, 1.6216], [0.6697, 0.2490, -0.0596], [2.1388, 0.3484, -0.8787], [0.1033, 2.0589, 0.0090], [-1.3668, 2.2322, 0.1059], [-0.3886, -0.6337, -1.3740], [0.3581, -1.7600, -2.0596], [-1.3684, -0.4545, 1.9990], [-0.8655, -2.0731, 1.5245], [-0.5809, -1.4716, 3.1424], [1.4889, -1.4502, 1.5392], [1.1567, 0.0732, 2.3690], [2.9165, -0.0850, -0.5294], [0.6531, 2.6288, 0.7747], [0.4230, 2.3968, -0.9749], [-1.6216, 3.2902, -0.0364], [-1.8727, 1.6531, -0.6770], [-1.7774, 1.8953, 1.0790], [-1.2263, -1.0023, -0.8164], [-0.7107, 0.1072, -2.0824], [0.9083, -2.3904, -1.3739], [1.1035, -1.3928, -2.7622], [-0.3164, -2.3802, -2.6368]], "mulliken_charge": [-1.144, -0.314, 0.137, -0.613, -0.366, -1.083, -0.409, -1.286, 0.248, 0.308, 0.364, 0.334, 0.332, 0.295, 0.368, 0.227, 0.361, 0.273, 0.243, 0.395, 0.361, 0.294, 0.305, 0.370]}